8 unconnected molecules or ions with the total composition C72H94Br2F3NOP at a distorted geometry. Source: OMol25; level of theory: ωB97M-V with the def2-TZVPD basis set.

Geometry as XYZ:
```
174
Properties=species:S:1:pos:R:3
Br 0.571 0.080 -4.828
Br 2.221 -2.203 -6.612
P 4.745 1.675 0.409
F 3.716 -0.084 -5.650
F 4.110 -2.152 -4.654
F 1.651 -2.224 -3.544
O 5.896 1.533 -0.580
N 4.357 -0.727 1.759
C 2.680 -2.334 2.956
C -0.233 7.430 3.366
C 3.872 -4.512 -0.994
C 3.205 3.423 7.008
C -3.925 0.372 -8.359
C 4.382 -8.394 -2.750
C 1.200 4.755 7.084
C 1.976 5.242 -0.869
C 6.079 -4.932 0.465
C -1.428 5.684 4.515
C -1.564 6.509 5.627
C -8.760 -2.349 5.060
C 2.743 -3.621 -0.263
C -0.538 0.433 -1.065
C -4.095 8.470 -2.777
C 3.640 4.142 5.900
C -7.570 -1.692 4.767
C 5.524 -0.033 3.981
C -3.958 -3.025 0.764
C 6.376 -9.741 -2.841
C -5.715 -4.525 -0.373
C -5.455 8.209 -2.900
C -0.366 8.254 4.478
C 6.031 -7.990 -4.458
C -4.159 7.729 -0.487
C -5.518 7.462 -0.611
C 6.813 -9.020 -3.946
C 5.198 -0.282 2.839
C 7.605 -3.005 -0.595
C 1.631 5.470 5.973
C -5.026 -0.690 1.001
C 3.167 -1.241 -5.135
C 2.851 5.163 5.380
C 3.529 -0.837 -1.783
C -9.996 -0.613 3.940
C -3.496 -0.230 -9.536
C 1.214 -2.734 2.512
C 3.022 -0.865 -0.284
C -1.344 -0.642 -8.541
C -1.769 -0.032 -7.367
C 1.277 4.255 -1.557
C 3.457 -2.313 0.294
C 1.288 6.294 -0.277
C -0.096 6.363 -0.377
C 4.817 -7.676 -3.859
C -3.448 8.229 -1.571
C -7.594 -0.491 4.067
C -0.108 4.326 -1.660
C -2.956 0.641 0.065
C 7.022 -4.500 -0.744
C -4.547 -4.525 0.722
C 2.646 -0.035 -2.823
C 1.629 -0.249 0.143
C -8.807 0.049 3.655
C 1.984 3.728 7.598
C -6.165 7.700 -1.818
C 0.352 -0.828 -0.607
C -1.394 0.869 0.230
C 5.160 -9.429 -2.244
C 4.033 -0.046 0.675
C 4.639 -5.442 0.041
C -5.129 -5.288 -1.662
C 3.754 -2.114 1.821
C -1.029 7.793 5.610
C -9.972 -1.811 4.645
C -0.795 5.382 -1.072
C -2.206 -0.739 -9.626
C -3.062 0.472 -7.275
C -3.663 0.081 1.392
C -0.761 6.142 3.386
C -4.975 -2.159 1.649
C 2.062 -0.959 -3.996
H -2.086 6.152 6.507
H 3.057 5.190 -0.794
H 0.076 1.316 -1.397
H -3.738 -5.279 0.491
H 3.187 5.720 4.513
H 1.674 0.878 -0.041
H -3.541 8.862 -3.622
H -7.224 7.490 -1.916
H -8.826 0.987 3.111
H 4.208 -6.871 -4.257
H 4.690 -6.503 -0.360
H 0.048 9.256 4.463
H -3.907 -2.642 -0.307
H 6.595 -5.800 0.991
H -4.862 -6.337 -1.326
H 3.030 -3.119 3.699
H 0.945 -2.521 1.443
H -3.983 0.935 2.076
H 4.573 -0.384 -1.785
H 7.344 -2.535 0.401
H -4.149 -4.783 -1.913
H 3.295 -5.211 -1.685
H 2.343 -4.284 0.562
H -4.921 -4.735 1.769
H -3.205 -0.088 -0.775
H -3.655 7.545 0.456
H 7.230 -2.308 -1.401
H -3.501 1.606 -0.180
H 3.818 2.624 7.411
H -4.934 0.764 -8.287
H 1.101 -3.859 2.646
H -0.293 -1.386 0.143
H -10.941 -0.195 3.613
H -6.667 0.024 3.842
H -4.168 -0.303 -10.384
H 4.512 -2.414 -0.137
H 1.959 -3.333 -1.018
H 6.549 -4.614 -1.764
H -0.337 -1.042 -8.610
H 6.067 -4.076 1.203
H -2.988 -0.583 2.005
H 3.665 -1.896 -2.167
H 3.436 -8.146 -2.280
H 6.984 -10.546 -2.444
H 6.369 -7.432 -5.324
H 7.930 -5.176 -0.734
H 1.820 0.594 -2.397
H 2.605 -1.364 3.553
H -4.528 -2.029 2.682
H -6.073 7.069 0.234
H -2.386 8.431 -1.476
H -5.944 -3.442 -0.642
H 4.594 3.906 5.440
H 5.765 0.374 4.999
H 8.738 -3.007 -0.651
H -5.871 -5.276 -2.508
H -8.742 -3.283 5.611
H -1.875 5.440 -1.153
H 4.542 -3.900 -1.663
H -1.130 8.434 6.478
H 0.251 4.997 7.549
H 1.644 3.166 8.461
H 0.573 -1.547 -1.444
H 1.813 3.429 -2.014
H 7.762 -9.261 -4.410
H 3.343 0.690 -3.360
H 4.593 -2.812 2.106
H -3.396 0.944 -6.357
H -0.633 7.183 0.088
H -1.093 0.049 -6.522
H -1.276 0.063 -1.831
H -10.900 -2.325 4.871
H 1.833 7.061 0.264
H -1.241 1.981 0.409
H -1.872 -1.212 -10.543
H -1.844 4.682 4.530
H 3.817 2.588 -0.171
H 1.019 6.266 5.570
H 4.022 -5.518 0.997
H 4.818 -9.993 -1.383
H 0.439 -2.256 3.195
H -5.930 -0.163 1.429
H -0.653 3.559 -2.199
H -1.056 0.343 1.173
H 1.551 -0.349 1.276
H -2.898 -2.997 1.169
H -6.677 -4.987 -0.008
H 5.331 2.210 1.608
H -5.135 -0.710 -0.122
H -6.020 -2.579 1.665
H -0.652 5.498 2.521
H -5.962 8.401 -3.839
H -6.624 -2.115 5.086
H 0.282 7.791 2.482
```

Results
relative energy (zero: lowest compared OMol25 entry of this formula, charge and spin) = 0.0 kcal per mole
total charge = +1
gap between HOMO and LUMO = 5.8533 eV
highest occupied orbital energy = -0.391 Eh

Atom charges from the Mulliken analysis, given in e for atoms 1 to 2: 0.015, -0.096